Arrangement A

{"formula": "O2S2", "method": "ωB97M-V/def2-TZVPD", "homo_lumo_gap_ev": [8.2, 8.6], "charge": 0, "multiplicity": 1, "e_homo_ha": [-0.338, -0.387], "symbols": ["S", "S", "O", "O"], "positions_angstrom": [[-1.157, 0.244, 0.098], [0.060, 1.589, 0.362], [1.136, -0.715, -0.092], [-0.039, -1.118, -0.367]], "mulliken_charge": [0.22, -0.01, -0.23, 0.02]}

---

Arrangement B

{"formula": "O2S2", "method": "ωB97M-V/def2-TZVPD", "homo_lumo_gap_ev": [8.1, 8.0], "charge": 0, "multiplicity": 1, "e_homo_ha": [-0.360, -0.358], "symbols": ["S", "S", "O", "O"], "positions_angstrom": [[-1.053, 0.724, -0.001], [0.985, 0.706, 0.002], [-1.315, -0.695, 0.000], [1.383, -0.735, 0.000]], "mulliken_charge": [0.40, 0.37, -0.38, -0.39]}

---

Most stable of them? arrangement B.

---

Arrangement A

{"formula": "C3H7N5", "method": "ωB97M-V/def2-TZVPD", "homo_lumo_gap_ev": 10.0, "smiles": "[H]/N=C\\N(N=C)/C(N)=N\\[H]", "charge": 0, "multiplicity": 1, "e_homo_ha": -0.345, "symbols": ["N", "N", "N", "N", "N", "C", "C", "C", "H", "H", "H", "H", "H", "H", "H"], "positions_angstrom": [[-0.554, 0.421, 1.827], [0.336, -0.093, -0.402], [0.131, 0.458, -2.793], [1.461, 1.384, 1.136], [-0.757, -1.021, -0.763], [0.338, 0.817, -1.545], [0.406, 0.592, 0.878], [-0.739, -1.867, 0.193], [0.241, -1.811, 1.075], [-1.765, -2.658, 0.035], [-1.588, 0.378, 1.615], [-0.386, 1.184, 2.506], [-0.017, -0.634, -3.047], [0.665, 1.805, -1.270], [2.230, 1.045, 0.556]], "mulliken_charge": [-0.47, 0.06, -0.61, -0.76, -0.54, -0.03, 0.54, -0.32, 0.29, 0.28, 0.27, 0.31, 0.29, 0.43, 0.26]}

---

Arrangement B

{"formula": "C3H7N5", "method": "ωB97M-V/def2-TZVPD", "homo_lumo_gap_ev": 9.7, "smiles": "[H]/N=C/N(N=C)/C(N)=N/[H]", "charge": 0, "multiplicity": 1, "e_homo_ha": -0.320, "symbols": ["N", "N", "N", "N", "N", "C", "C", "C", "H", "H", "H", "H", "H", "H", "H"], "positions_angstrom": [[-0.042, 0.355, 0.126], [-0.065, 1.113, -2.081], [-0.586, 0.939, 1.349], [0.772, -1.137, -1.349], [0.180, -1.838, 0.836], [0.265, -0.980, -0.143], [-0.241, 1.356, -0.859], [-0.463, 0.355, 2.441], [-0.178, 1.967, -2.603], [-0.725, 1.113, 3.153], [-0.113, -0.642, 2.621], [0.534, -2.685, 0.364], [0.646, -0.350, -2.000], [1.246, -2.031, -1.897], [-0.602, 2.228, -0.434]], "mulliken_charge": [0.34, -0.57, -0.79, -0.40, -0.68, 0.49, -0.11, -0.30, 0.23, 0.26, 0.32, 0.19, 0.31, 0.25, 0.46]}

---

Most stable of them? arrangement B.

---

Arrangement A

{"formula": "C3H7N5", "method": "ωB97M-V/def2-TZVPD", "homo_lumo_gap_ev": 9.9, "charge": 0, "multiplicity": 1, "e_homo_ha": -0.331, "symbols": ["N", "N", "N", "N", "N", "C", "C", "C", "H", "H", "H", "H", "H", "H", "H"], "positions_angstrom": [[-2.628, -0.385, -0.205], [-0.535, 2.006, 0.202], [-1.959, -1.402, -0.123], [0.875, -1.017, 0.725], [1.111, 0.184, 0.024], [-3.339, 0.522, 0.008], [0.277, 1.192, 0.132], [2.475, 0.390, -0.413], [-0.067, -1.357, 0.506], [2.475, 0.955, -1.345], [-3.479, 1.550, -0.164], [0.939, -0.881, 1.735], [2.914, -0.594, -0.569], [-2.135, -2.092, -0.845], [3.075, 0.927, 0.332]], "mulliken_charge": [0.48, -0.51, -0.85, -0.62, 0.14, -0.21, 0.40, -0.83, 0.32, 0.33, 0.34, 0.24, 0.25, 0.20, 0.32]}

---

Arrangement B

{"formula": "C3H7N5", "method": "ωB97M-V/def2-TZVPD", "homo_lumo_gap_ev": 8.5, "smiles": "[H]/N=c1\\cn[nH]n1NC", "charge": 0, "multiplicity": 1, "e_homo_ha": -0.321, "symbols": ["N", "N", "N", "N", "N", "C", "C", "C", "H", "H", "H", "H", "H", "H", "H"], "positions_angstrom": [[0.651, -0.361, -0.133], [0.180, -0.458, -1.420], [1.790, 0.352, -0.061], [-1.333, -0.778, 1.190], [2.022, 0.582, 1.380], [-1.036, 0.249, -1.610], [-0.169, -0.298, 1.062], [0.667, 0.569, 1.770], [-1.640, 0.414, -0.589], [-0.876, 1.326, -2.137], [-1.538, -0.545, 2.116], [2.552, -0.455, -0.254], [-1.550, -0.193, -2.554], [-0.078, -1.508, -1.506], [0.357, 1.104, 2.748]], "mulliken_charge": [0.43, -0.54, -0.23, -0.72, -0.45, -0.66, 0.61, -0.34, 0.25, 0.22, 0.21, 0.31, 0.33, 0.28, 0.31]}

---

Arrangement C

{"formula": "C3H7N5", "method": "ωB97M-V/def2-TZVPD", "homo_lumo_gap_ev": 8.7, "smiles": "[H]/N=c1\\cc(N)[nH]n1N", "charge": 0, "multiplicity": 1, "e_homo_ha": -0.294, "symbols": ["N", "N", "N", "N", "N", "C", "C", "C", "H", "H", "H", "H", "H", "H", "H"], "positions_angstrom": [[0.484, -1.224, -0.023], [2.623, -0.136, 0.024], [-0.846, -0.718, -0.028], [-2.060, -1.426, -0.049], [-2.006, 1.294, 0.048], [-0.911, 0.698, -0.020], [0.518, 1.080, -0.199], [1.289, -0.029, 0.001], [-2.355, -1.440, 0.913], [3.107, -0.904, 0.550], [0.693, -1.626, -0.928], [-1.782, 2.283, 0.031], [3.139, 0.723, 0.009], [0.812, 2.091, 0.084], [-2.706, -0.668, -0.413]], "mulliken_charge": [-0.56, -0.45, 0.52, -0.89, -0.80, 0.57, -0.72, 0.45, 0.26, 0.25, 0.29, 0.23, 0.23, 0.27, 0.35]}

---

Most stable of them? arrangement C.

---

Arrangement A

{"formula": "C6H7N2O2", "method": "ωB97M-V/def2-TZVPD", "homo_lumo_gap_ev": [7.2, 8.5], "charge": 1, "multiplicity": 1, "e_homo_ha": [-0.464, -0.475], "symbols": ["O", "O", "N", "N", "C", "C", "C", "C", "C", "C", "H", "H", "H", "H", "H", "H", "H"], "positions_angstrom": [[-3.282, 2.630, 1.391], [0.185, 0.942, 2.125], [-1.362, -0.488, -0.813], [2.305, -0.163, 0.941], [-0.299, -1.098, -1.408], [0.954, -0.947, -0.839], [1.146, -0.313, 0.359], [0.017, 0.366, 0.950], [-1.135, 0.334, 0.263], [-3.597, 1.647, 0.852], [-0.603, 1.441, 2.360], [1.777, -1.456, -1.251], [3.089, -0.571, 0.519], [2.392, 0.751, 1.400], [-2.300, -0.345, -1.211], [-0.454, -1.556, -2.360], [-4.562, 1.341, 0.519]], "mulliken_charge": [-0.19, -0.49, -0.01, -0.38, -0.49, -0.53, 0.50, 0.40, -0.10, 0.09, 0.32, 0.35, 0.21, 0.27, 0.27, 0.42, 0.36]}

---

Arrangement B

{"formula": "C6H7N2O2", "method": "ωB97M-V/def2-TZVPD", "homo_lumo_gap_ev": 9.5, "smiles": "N[n+]1ccc(C(=O)O)cc1", "charge": 1, "multiplicity": 1, "e_homo_ha": -0.534, "symbols": ["O", "O", "N", "N", "C", "C", "C", "C", "C", "C", "H", "H", "H", "H", "H", "H", "H"], "positions_angstrom": [[3.286, 0.632, -0.322], [2.244, 2.560, -0.838], [-1.426, -0.581, 0.184], [-2.646, -1.280, 0.438], [0.355, -0.133, -1.235], [0.209, 0.893, 0.934], [-0.959, 0.222, 1.129], [2.193, 1.403, -0.514], [0.861, 0.700, -0.261], [-0.816, -0.773, -0.975], [0.624, 1.545, 1.688], [-1.474, 0.339, 2.072], [3.025, -0.132, 0.209], [-2.611, -1.519, 1.427], [0.898, -0.263, -2.160], [-1.209, -1.447, -1.724], [-2.555, -2.167, -0.053]], "mulliken_charge": [-0.41, -0.44, 0.40, -0.88, -0.39, -0.41, -0.06, 0.28, 0.27, -0.08, 0.47, 0.40, 0.38, 0.30, 0.46, 0.40, 0.30]}

---

Most stable of them? arrangement B.